C14H10O4S | ωB97M-V/def2-TZVPD

Last column: Mulliken charge in e.
Positions of all 29 atoms, in Å:
S  -3.2855  -2.4002  0.2790  -0.0489
O  -4.2219  0.7591  0.1588  -0.5132
O  2.4045  0.8637  0.4047  -0.3605
O  -0.6443  0.7253  0.2498  -0.3298
O  -3.7984  3.4638  -1.2292  -0.3586
C  -3.2274  4.5594  -1.8171  -0.2389
C  -1.9613  0.2082  0.1535  0.7568
C  -3.1737  1.0597  -0.3580  0.1393
C  3.7448  0.5313  0.4567  -0.2491
C  -1.7778  2.8633  -1.5955  -0.1921
C  3.8874  -0.6496  1.0436  -0.5210
C  -1.9465  4.1822  -2.1689  -0.5780
C  -2.9002  -2.8131  -1.4796  -0.7498
C  -1.9461  -1.0979  0.5062  -0.3056
C  0.0738  -0.3773  0.5667  0.7007
C  2.4631  -1.2689  1.0050  -0.2490
C  1.5954  -0.2117  0.7070  0.0957
C  -0.6394  -1.4921  0.7703  -0.6970
C  -2.9962  2.3917  -1.1336  0.1249
H  -1.8768  -2.5562  -1.8508  0.2679
H  4.8142  -1.1459  1.3934  0.3634
H  -3.6428  5.4832  -2.1086  0.4451
H  -1.2737  4.8150  -2.8219  0.3171
H  2.1392  -2.2382  1.2710  0.3927
H  -3.7873  -2.2907  -2.0369  0.2199
H  -3.0562  -3.8588  -1.5527  0.3436
H  -0.9637  2.1487  -1.6096  0.4545
H  -0.3355  -2.4257  1.1900  0.4475
H  4.6737  1.1448  0.2128  0.3226

Forces on atoms 1 to 6 (eV/Å):
S 1.8750 1.4840 0.0891
O -0.2548 -0.0541 -0.8677
O -0.7196 1.3720 -1.4453
O -1.6070 -1.7064 -0.5774
O -3.8541 0.9742 0.8155
C 3.1654 -3.4172 -0.5403

Calculated values
LUMO energy in eV: -0.2
Total charge: 0
HOMO in eV: -8.358
E_tot in eV: -33699.99181
Energy above the lowest of the compared OMol25 structures with the same formula, charge and spin in kcal per mole: 128.7
HOMO-LUMO gap in eV: 8.182
SMILES string: CSc1cc(-c2ccco2)oc1C(=O)c1ccco1

C3H3N3OS | ωB97M-V/def2-TZVPD

Last column: Mulliken charge in e.
Positions of all 11 atoms, in Å:
S  -2.1474  0.5678  1.3146  -0.2521
O  0.2375  -0.6858  1.2390  -0.1775
N  1.2521  0.4489  -2.4284  -0.6467
N  1.6485  -1.0018  -0.5780  -0.1452
N  1.2443  -1.4236  0.4733  -0.1003
C  0.9152  0.1006  -1.1448  0.4879
C  -0.6255  0.2762  0.5786  -0.0255
C  -0.2133  0.7053  -0.6427  -0.2349
H  2.2480  0.2011  -2.5099  0.3096
H  -0.6562  1.4179  -1.1415  0.4774
H  1.3936  2.1249  -2.3097  0.3072

Forces on atoms 1 to 6 (eV/Å):
S 2.6709 -0.2300 -1.0215
O -0.7039 0.6047 -1.9750
N 2.1672 4.3571 0.3128
N -1.4959 1.6165 -1.6116
N -0.2848 -0.1002 2.7620
C -1.2750 0.9326 -0.4110

Calculated values
LUMO energy in eV: -2.3
Total charge: 0
HOMO in eV: -8.799
E_tot in eV: -20505.71710
Energy above the lowest of the compared OMol25 structures with the same formula, charge and spin in kcal per mole: 176.7
HOMO-LUMO gap in eV: 6.544